No. 1
Computed, not measured: the molecule C3H6N2S2 in a non-equilibrium geometry, with ωB97M-V/def2-TZVPD.

Summary:
E_LUMO, eV: -0.54
Calculated total energy, a.u.: -1023.75144
Orbital gap, eV: 8.324
SMILES: C/N=C(/N)C(=S)S
Energy above the lowest of the compared OMol25 structures with the same formula, charge and spin, kJ/mol: 135.2

Last columns: bonded neighbours and bond lengths (Å).
Cartesian coordinates (Å):
1 C 0.747 1.144 -1.415  N2 1.495, H8 1.087, H9 1.178, H10 1.097
2 N 1.022 -0.241 -0.925  C1 1.495, C3 1.280
3 C 0.234 -0.777 -0.071  N2 1.280, N4 1.401, C5 1.532
4 N 0.449 -1.986 0.605  C3 1.401, H11 0.966, H12 1.014
5 C -0.997 -0.101 0.542  C3 1.532, S6 1.624, S7 1.766
6 S -2.469 -0.358 -0.093  C5 1.624
7 S -0.630 0.785 2.025  C5 1.766, H13 1.345
8 H -0.052 1.763 -1.011  C1 1.087
9 H 1.751 1.753 -1.314  C1 1.178
10 H 0.458 1.184 -2.473  C1 1.097
11 H 1.274 -2.409 0.338  N4 0.966
12 H 0.017 -2.148 1.508  N4 1.014
13 H -1.803 1.391 2.284  S7 1.345

No. 2
Computed, not measured: the molecule C3H6N2S2 in a non-equilibrium geometry, with ωB97M-V/def2-TZVPD.

Summary:
E_LUMO, eV: 0.33
Calculated total energy, a.u.: -1023.79756
Orbital gap, eV: 8.401
SMILES: NC(N)=CC(=S)S
Energy above the lowest of the compared OMol25 structures with the same formula, charge and spin, kJ/mol: 14.1

Last columns: bonded neighbours and bond lengths (Å).
Cartesian coordinates (Å):
1 N -1.873 -0.205 0.720  C2 1.360, H8 1.035, H9 1.049
2 C -0.525 -0.059 0.616  N1 1.360, N3 1.348, C4 1.388
3 N 0.164 -0.085 1.775  C2 1.348, H10 1.051, H11 1.013
4 C 0.068 0.076 -0.633  C2 1.388, C5 1.407, H12 1.126
5 C 1.442 0.095 -0.935  C4 1.407, S6 1.666, S7 1.772
6 S 2.735 0.037 0.114  C5 1.666
7 S 1.884 0.212 -2.647  C5 1.772, H13 1.366
8 H -2.428 0.001 -0.129  N1 1.035
9 H -2.380 0.118 1.580  N1 1.049
10 H -0.268 -0.478 2.649  N3 1.051
11 H 1.168 -0.085 1.644  N3 1.013
12 H -0.648 0.183 -1.495  C4 1.126
13 H 0.663 0.190 -3.258  S7 1.366

These records have HOMO values of -8.864 -8.068 eV, in the order they appear.